Here is an isolated ion of composition C8H13N4S and charge +1 at a distorted geometry from OMol25. Energies are from ωB97M-V/def2-TZVPD.

As for the calculated total energy: -25292.14103 eV. As for the total charge: +1. As for the multiplicity: 3.

Geometry (Å):
C -1.27 -2.40 -0.02
C 0.25 -0.77 0.03
C -1.42 -0.15 0.00
C 1.20 0.28 0.03
C -0.44 2.05 0.05
C 1.07 -3.07 0.02
C -2.93 1.74 0.01
C 3.67 1.49 -0.07
N 0.86 1.51 0.03
N -2.09 -1.29 -0.03
N 0.02 -2.08 0.01
N -1.63 1.13 -0.01
S 2.90 -0.14 0.02
H -1.65 -3.40 -0.03
H -0.54 2.65 0.97
H -0.53 2.73 -0.80
H 2.03 -2.58 0.06
H 0.96 -3.72 0.89
H 1.02 -3.69 -0.88
H -3.31 1.84 1.03
H -2.86 2.74 -0.43
H -3.64 1.15 -0.58
H 4.67 1.39 0.33
H 3.07 2.17 0.52
H 3.70 1.80 -1.11
H -3.10 -1.38 -0.04

---

Here is a 9-piece molecular cluster, C19H40O12 overall at a distorted geometry from OMol25. Energies are from ωB97M-V/def2-TZVPD.

The structure (SMILES) is O=C1C=CC(=O)c2cc(COO)ccc21.CO.CO.CO.CO.CO.CO.CO.CO. As for the calculated total energy: -44912.83965 eV. As for the total charge: 0. As for the multiplicity: 1.

Geometry (Å):
O -2.74 0.68 -5.36
C -1.79 0.12 -4.87
C -1.05 -1.07 -5.58
C -0.65 -2.16 -4.85
C -0.98 -2.14 -3.32
O -1.39 -3.09 -2.70
C -0.78 -0.73 -2.66
C -0.17 -0.61 -1.33
C -0.02 0.75 -0.80
C 0.68 0.87 0.61
O 2.09 1.08 0.36
O 2.62 -0.02 -0.27
C -0.49 1.91 -1.57
C -1.10 1.79 -2.91
C -1.22 0.44 -3.45
H -0.80 -1.03 -6.66
H -0.09 -3.01 -5.30
H 0.15 -1.54 -0.82
H 0.21 1.74 1.13
H 0.53 -0.11 1.12
H 2.74 0.18 -1.22
H -0.37 2.95 -1.16
H -1.46 2.67 -3.49
C 0.83 2.17 -5.69
O 1.53 1.00 -5.28
H -0.24 2.00 -5.57
H 1.13 3.02 -5.07
H 1.05 2.38 -6.74
H 2.47 1.18 -5.39
C -5.10 -3.37 -1.76
O -3.88 -3.16 -1.06
H -5.86 -3.70 -1.05
H -5.42 -2.43 -2.23
H -4.96 -4.14 -2.52
H -3.23 -2.87 -1.70
C -0.30 -0.52 4.32
O -1.33 -0.19 3.40
H 0.66 -0.25 3.88
H -0.44 0.04 5.25
H -0.31 -1.59 4.53
H -2.17 -0.44 3.81
C 2.08 -2.77 6.38
O 0.69 -2.80 6.11
H 2.42 -1.73 6.37
H 2.29 -3.20 7.36
H 2.62 -3.32 5.60
H 0.41 -3.72 6.13
C 1.84 0.37 8.50
O 3.06 -0.28 8.86
H 1.01 -0.31 8.68
H 1.71 1.26 9.12
H 1.87 0.65 7.45
H 3.77 0.34 8.69
C -0.70 6.32 -1.37
O -1.12 4.97 -1.32
H 0.25 6.37 -1.91
H -1.44 6.93 -1.90
H -0.56 6.71 -0.36
H -1.96 4.95 -0.84
C -3.00 -2.45 2.17
O -3.10 -2.37 3.59
H -3.64 -1.69 1.72
H -1.96 -2.28 1.86
H -3.33 -3.43 1.83
H -2.53 -3.05 3.95
C 5.05 0.81 -3.46
O 4.89 1.30 -4.79
H 4.07 0.52 -3.08
H 5.72 -0.05 -3.45
H 5.46 1.60 -2.82
H 5.77 1.56 -5.10

---

Here is an isolated ion of composition C7H14N3O and charge +1 at a distorted geometry from OMol25. Energies are from ωB97M-V/def2-TZVPD.

The structure (SMILES) is C[C@@]([NH3+])(CCO)n1ccnc1. As for the calculated total energy: -13995.24067 eV. As for the total charge: +1. As for the multiplicity: 1.

Geometry (Å):
C -2.77 1.92 -0.21
C -1.69 1.33 0.40
C -2.11 0.41 -1.55
C -0.13 -1.91 -1.12
C 1.20 0.25 -0.53
C 1.41 1.37 0.37
C -0.10 -0.60 -0.30
N -3.05 1.31 -1.34
N -1.29 0.29 -0.40
N -0.10 -1.11 1.14
O 1.64 0.98 1.74
H -3.40 2.80 0.21
H -1.21 1.56 1.36
H -1.98 -0.14 -2.39
H -1.21 -2.38 -1.25
H 0.62 -2.72 -0.67
H 0.25 -1.78 -2.16
H 2.03 -0.47 -0.58
H 1.00 0.57 -1.67
H 2.35 1.75 0.00
H 0.67 2.29 0.39
H -0.98 -1.52 1.69
H 0.64 -1.90 1.00
H 0.45 -0.45 1.70
H 2.07 1.77 2.27

---

Here is C40H64Cl8O24 as an isolated structure at a distorted geometry from OMol25. Energies are from ωB97M-V/def2-TZVPD.

As for the calculated total energy: -191834.63727 eV. As for the total charge: 0. As for the multiplicity: 1.

Geometry (Å):
C 10.13 8.40 -20.88
C 10.25 9.70 -20.11
C 11.17 9.72 -18.86
O 11.95 10.90 -19.07
C 11.58 11.52 -20.21
O 12.13 12.52 -20.61
O 10.72 10.81 -20.91
H 9.73 7.54 -20.34
H 11.02 8.11 -21.44
H 9.43 8.60 -21.71
H 9.23 10.06 -19.92
H 11.82 8.85 -18.82
H 10.46 9.68 -18.03
C 13.13 9.29 -9.58
C 13.35 9.79 -8.17
C 13.72 8.75 -7.08
O 15.12 8.80 -6.91
C 15.57 9.93 -7.47
O 16.69 10.34 -7.41
O 14.63 10.51 -8.22
H 12.93 10.12 -10.26
H 12.29 8.60 -9.51
H 14.00 8.83 -10.04
H 12.69 10.61 -7.90
H 13.43 7.78 -7.48
H 13.08 8.99 -6.24
C 13.44 15.99 -13.96
C 12.08 15.26 -13.97
C 12.02 13.75 -13.70
O 11.01 13.59 -12.74
C 10.72 14.79 -12.20
O 9.94 14.90 -11.31
O 11.45 15.74 -12.80
H 13.93 15.99 -12.99
H 13.23 17.01 -14.29
H 14.22 15.58 -14.61
H 11.61 15.50 -14.94
H 13.00 13.40 -13.35
H 11.82 13.18 -14.61
C 9.91 9.90 -12.59
C 11.01 9.20 -13.40
C 10.96 9.42 -14.91
O 12.10 10.23 -15.16
C 12.79 10.46 -14.05
O 13.83 11.06 -14.05
O 12.21 9.84 -13.02
H 9.57 10.86 -12.97
H 9.96 9.85 -11.50
H 8.95 9.38 -12.80
H 11.06 8.14 -13.19
H 10.05 9.93 -15.22
H 11.01 8.44 -15.39
C 16.80 7.18 -16.99
C 16.08 6.59 -15.79
C 16.38 7.31 -14.49
O 15.10 7.40 -13.89
C 14.12 7.23 -14.80
O 12.97 7.36 -14.57
O 14.67 6.81 -15.98
H 16.97 6.48 -17.80
H 17.76 7.64 -16.72
H 16.24 7.98 -17.47
H 16.22 5.51 -15.79
H 16.80 8.29 -14.70
H 17.15 6.81 -13.90
C 15.35 10.49 -10.19
C 16.76 10.84 -10.73
C 16.67 11.14 -12.22
O 16.20 12.50 -12.21
C 16.73 13.10 -11.08
O 16.89 14.25 -10.87
O 17.04 12.15 -10.21
H 14.65 11.27 -10.45
H 15.46 10.48 -9.11
H 15.04 9.51 -10.56
H 17.60 10.18 -10.55
H 15.89 10.56 -12.70
H 17.56 11.13 -12.85
C 6.44 7.41 -7.27
C 7.73 6.91 -7.92
C 7.97 7.61 -9.29
O 9.32 8.10 -9.16
C 9.78 7.89 -7.95
O 10.88 8.16 -7.58
O 8.83 7.31 -7.15
H 6.33 8.46 -7.53
H 6.51 7.27 -6.19
H 5.59 6.81 -7.60
H 7.72 5.83 -8.13
H 7.34 8.48 -9.50
H 7.96 7.01 -10.19
C 5.39 9.42 -13.09
C 5.54 9.29 -14.60
C 4.59 8.33 -15.37
O 4.20 9.10 -16.48
C 4.67 10.35 -16.41
O 4.56 11.16 -17.28
O 5.20 10.56 -15.20
H 6.01 8.69 -12.55
H 4.38 9.14 -12.76
H 5.62 10.41 -12.70
H 6.59 9.11 -14.80
H 3.78 7.95 -14.75
H 5.12 7.43 -15.70
Cl 11.99 6.67 -18.61
C 11.58 5.77 -17.11
C 10.25 6.29 -16.65
Cl 8.89 5.70 -17.64
H 12.31 5.87 -16.31
H 11.53 4.76 -17.51
H 10.17 7.37 -16.52
H 10.08 5.87 -15.65
Cl 12.79 5.83 -9.40
C 12.22 4.37 -10.25
C 10.84 4.60 -10.87
Cl 10.96 5.91 -12.07
H 12.26 3.49 -9.61
H 12.90 4.12 -11.07
H 10.10 4.88 -10.14
H 10.48 3.71 -11.40
Cl 14.15 13.66 -16.98
C 15.31 12.66 -15.99
C 15.24 11.18 -16.29
Cl 16.58 10.45 -15.40
H 14.99 12.94 -14.99
H 16.25 13.14 -16.22
H 15.47 10.96 -17.33
H 14.33 10.61 -16.13
Cl 8.02 13.70 -14.21
C 7.31 13.09 -15.75
C 8.10 11.95 -16.34
Cl 9.85 12.33 -16.59
H 7.17 13.92 -16.44
H 6.34 12.71 -15.45
H 7.65 11.48 -17.22
H 8.19 11.16 -15.59

---

Here is a 2-piece molecular cluster, C2H4OS overall at a distorted geometry from OMol25. Energies are from ωB97M-V/def2-TZVPD.

As for the calculated total energy: -15018.77549 eV. As for the total charge: 0. As for the multiplicity: 1.

Geometry (Å):
C 0.00 0.02 1.15
C -0.02 0.61 -0.50
O -0.54 -1.04 1.24
S 0.70 -0.65 -1.58
H 0.42 1.50 -0.48
H 0.64 0.61 2.33
H -1.00 0.61 -0.72
H -0.19 -1.68 -1.45

---

Here is a 10-piece molecular cluster, C24H68O16 overall at a distorted geometry from OMol25. Energies are from ωB97M-V/def2-TZVPD.

The structure (SMILES) is CC(C)O.CC(C)O.CC(C)O.CC(C)O.OCCO.OCCO.OCCO.OCCO.OCCO.OCCO. As for the calculated total energy: -58747.20844 eV. As for the total charge: 0. As for the multiplicity: 1.

Geometry (Å):
C 3.43 -4.39 3.63
C 3.02 -4.66 2.22
O 2.20 -3.63 1.68
O 4.44 -3.44 3.76
H 3.78 -5.32 4.08
H 2.53 -4.09 4.20
H 2.49 -5.62 2.13
H 3.90 -4.82 1.58
H 2.46 -3.44 0.76
H 4.24 -2.64 3.26
C 4.53 -2.62 -2.84
C 3.52 -3.55 -2.19
O 2.94 -3.04 -0.94
O 3.86 -1.61 -3.61
H 5.13 -3.23 -3.52
H 5.20 -2.17 -2.11
H 4.06 -4.46 -1.93
H 2.66 -3.72 -2.85
H 2.95 -2.07 -0.93
H 3.56 -0.92 -3.00
C -0.84 3.08 -1.65
C -0.72 3.64 -3.00
O 0.62 3.95 -3.24
O -0.31 3.96 -0.69
H -0.27 2.15 -1.55
H -1.87 2.79 -1.44
H -1.37 4.51 -3.16
H -1.05 2.88 -3.73
H 0.74 4.48 -4.03
H 0.63 4.02 -0.90
C 3.64 3.50 2.05
C 3.14 2.08 2.01
O 4.31 1.25 1.96
O 4.40 3.80 0.92
H 4.28 3.59 2.93
H 2.79 4.19 2.15
H 2.47 1.78 1.20
H 2.67 1.90 2.98
H 5.06 1.80 1.74
H 3.84 4.10 0.20
C 4.57 1.46 -2.45
C 3.17 1.42 -1.89
O 2.67 0.12 -1.59
O 5.54 0.95 -1.54
H 4.83 2.52 -2.64
H 4.70 1.01 -3.44
H 2.51 1.97 -2.57
H 3.23 2.00 -0.95
H 1.71 0.17 -1.40
H 5.47 1.43 -0.71
C -1.57 2.76 2.56
C -0.08 2.88 2.74
O 0.32 2.79 4.09
O -2.29 3.92 2.84
H -1.96 2.03 3.27
H -1.74 2.40 1.53
H 0.30 3.78 2.25
H 0.36 2.03 2.20
H 0.73 3.61 4.38
H -1.94 4.67 2.35
C -0.31 -2.35 -0.44
C -0.70 -0.89 -0.62
C -1.95 -0.58 0.19
O 0.39 -0.07 -0.07
H -1.12 -3.05 -0.63
H 0.02 -2.60 0.58
H 0.58 -2.57 -1.03
H -0.77 -0.71 -1.69
H -2.31 0.42 -0.09
H -1.76 -0.61 1.26
H -2.79 -1.26 0.02
H 0.43 -0.34 0.85
C 0.80 -0.10 -4.65
C 0.66 -1.60 -4.64
C -0.61 -2.06 -5.30
O 1.77 -2.21 -5.28
H 1.77 0.24 -4.27
H 0.06 0.41 -4.01
H 0.71 0.30 -5.66
H 0.66 -1.95 -3.59
H -1.47 -1.80 -4.66
H -0.66 -3.14 -5.42
H -0.79 -1.60 -6.28
H 2.59 -1.94 -4.80
C -6.58 3.41 0.06
C -6.30 1.93 -0.18
C -5.00 1.49 0.47
O -7.40 1.07 0.22
H -5.90 3.96 -0.61
H -6.20 3.73 1.03
H -7.59 3.71 -0.19
H -6.17 1.80 -1.26
H -4.10 1.95 0.08
H -4.92 0.40 0.41
H -4.96 1.79 1.53
H -7.67 0.59 -0.56
C -5.22 -3.03 5.52
C -4.77 -3.32 4.11
C -4.59 -2.06 3.29
O -3.51 -4.08 4.13
H -6.21 -2.57 5.53
H -4.57 -2.23 5.92
H -5.12 -3.87 6.20
H -5.43 -4.02 3.59
H -5.44 -1.41 3.56
H -4.62 -2.13 2.21
H -3.71 -1.55 3.71
H -2.82 -3.45 4.37

---

Here is the molecule C22H34N2O2 from OMol25. Energies are from ωB97M-V/def2-TZVPD.

The structure (SMILES) is CCCCC[C@H]1CN(CCCC)C(=O)[C@@H]1CC(=O)NCc1ccccc1. As for the calculated total energy: -30443.38414 eV. As for the total charge: 0. As for the multiplicity: 1.

Geometry (Å):
C 2.55 1.69 3.96
C 2.48 2.84 2.96
C 1.55 2.54 1.78
C 0.08 2.44 2.19
C -0.87 2.46 1.00
C -0.66 1.30 0.04
H 0.36 1.34 -0.34
C -1.61 1.31 -1.17
C -1.70 -0.17 -1.54
O -2.02 -0.63 -2.62
N -1.34 -0.89 -0.47
C -1.37 -2.33 -0.45
C -2.79 -2.89 -0.30
C -3.50 -2.48 0.99
C -2.83 -3.02 2.25
H -3.42 -2.77 3.12
H -1.84 -2.60 2.38
H -2.74 -4.10 2.19
H -3.57 -1.39 1.04
H -4.53 -2.86 0.94
H -2.73 -3.98 -0.35
H -3.38 -2.55 -1.16
H -0.72 -2.68 0.36
H -0.96 -2.69 -1.40
C -0.91 -0.09 0.65
H 0.00 -0.52 1.09
H -1.68 -0.04 1.43
C -1.20 2.20 -2.34
C 0.24 1.91 -2.75
O 1.17 2.61 -2.42
N 0.37 0.79 -3.50
H -0.44 0.20 -3.62
C 1.67 0.18 -3.70
C 1.96 -0.76 -2.56
C 1.65 -2.12 -2.65
C 1.85 -2.95 -1.57
C 2.34 -2.45 -0.38
C 2.64 -1.10 -0.28
C 2.46 -0.26 -1.37
H 2.70 0.79 -1.29
H 3.04 -0.70 0.65
H 2.49 -3.10 0.47
H 1.62 -4.01 -1.66
H 1.26 -2.51 -3.58
H 1.66 -0.35 -4.66
H 2.41 0.98 -3.73
H -1.87 2.02 -3.18
H -1.26 3.25 -2.04
H -2.62 1.60 -0.84
H -0.73 3.39 0.45
H -1.90 2.43 1.37
H -0.07 1.52 2.77
H -0.16 3.28 2.84
H 1.87 1.61 1.30
H 1.65 3.34 1.04
H 2.15 3.74 3.47
H 3.49 3.03 2.57
H 1.59 1.53 4.44
H 2.85 0.77 3.47
H 3.29 1.91 4.74